# 1
Density functional theory data (ωB97M-V/def2-TZVPD) for a cluster of 4 separate species, C17H36BF4N5O in total in a non-equilibrium geometry.

Results
Net charge: +2
Relative energy (zero: lowest compared OMol25 entry of this formula, charge and spin): 433.8 kcal/mol
Electronic energy: -1441.72089 Eh

CARTESIAN COORDINATES (ANGSTROEM)
1 C -5.525 -6.398 -9.883
2 C -6.459 -6.885 -10.981
3 N -5.682 -7.199 -12.157
4 C -5.454 -8.391 -12.809
5 C -4.554 -8.202 -13.859
6 N -4.450 -6.864 -13.990
7 C -5.101 -6.272 -12.933
8 C -3.854 -6.221 -15.147
9 H -6.114 -6.274 -8.974
10 H -5.023 -5.474 -10.168
11 H -4.760 -7.153 -9.706
12 H -7.328 -6.267 -11.208
13 H -6.950 -7.825 -10.730
14 H -5.701 -9.373 -12.433
15 H -4.134 -8.891 -14.576
16 H -5.098 -5.197 -12.834
17 H -3.214 -6.915 -15.691
18 H -3.284 -5.371 -14.772
19 H -4.674 -5.937 -15.808
20 C -4.806 -11.247 -13.808
21 C -4.098 -10.659 -15.065
22 N -4.920 -10.853 -16.227
23 C -6.135 -10.276 -16.528
24 C -6.362 -10.457 -17.893
25 N -5.289 -11.158 -18.453
26 C -4.444 -11.443 -17.349
27 C -5.005 -11.374 -19.879
28 H -5.066 -12.301 -13.904
29 H -5.753 -10.802 -13.504
30 H -4.112 -11.220 -12.967
31 H -3.171 -11.207 -15.238
32 H -3.872 -9.597 -14.962
33 H -6.689 -9.773 -15.749
34 H -7.102 -10.107 -18.597
35 H -3.520 -12.002 -17.345
36 H -5.499 -12.299 -20.175
37 H -3.925 -11.444 -20.003
38 H -5.468 -10.565 -20.444
39 C -8.200 -6.206 -19.064
40 N -7.752 -7.422 -18.176
41 C -8.793 -8.541 -18.571
42 C -6.347 -7.908 -18.627
43 C -7.783 -7.142 -16.637
44 C -6.948 -5.894 -16.237
45 O -6.594 -5.993 -14.926
46 H -7.592 -5.431 -18.597
47 H -9.258 -5.995 -18.909
48 H -8.002 -6.427 -20.113
49 H -8.803 -8.628 -19.658
50 H -9.775 -8.326 -18.149
51 H -8.605 -9.534 -18.161
52 H -6.004 -8.803 -18.108
53 H -5.644 -7.141 -18.302
54 H -6.326 -8.204 -19.676
55 H -7.362 -8.006 -16.123
56 H -8.822 -7.012 -16.335
57 H -7.488 -4.957 -16.373
58 H -6.044 -5.722 -16.821
59 H -5.678 -6.232 -14.768
60 B -4.550 -8.112 -16.265
61 F -3.410 -8.496 -15.561
62 F -5.645 -8.005 -15.384
63 F -4.413 -6.869 -16.847
64 F -4.843 -8.949 -17.274

***

# 2
Density functional theory data (ωB97M-V/def2-TZVPD) for a structure of composition C17H36ClIO12P2 in a non-equilibrium geometry.

Results
Net charge: 0
Electronic energy: -3012.53345 Eh

CARTESIAN COORDINATES (ANGSTROEM)
1 C 0.466 5.112 4.410
2 C 1.551 5.215 3.222
3 O 1.818 3.970 2.531
4 C 0.658 3.482 1.816
5 C 1.032 2.857 0.352
6 C -0.232 2.890 -0.639
7 C -1.361 1.951 0.006
8 O -0.506 4.314 -0.847
9 C 0.431 4.709 -1.898
10 O 0.658 5.885 -2.290
11 O 1.047 3.504 -2.461
12 C 0.013 2.515 -2.217
13 I -1.756 3.480 -3.155
14 C 0.275 0.966 -2.527
15 C 1.047 0.663 -3.900
16 C 0.922 -0.934 -4.237
17 Cl 0.393 1.542 -5.373
18 H -0.209 4.185 4.356
19 H 1.002 5.093 5.440
20 H -0.222 6.045 4.460
21 H 2.545 5.544 3.721
22 H 1.273 6.084 2.506
23 H -0.218 4.227 1.767
24 H 0.256 2.578 2.429
25 H 1.950 3.419 -0.042
26 H 1.399 1.779 0.583
27 H -2.325 1.927 -0.610
28 H -0.918 0.880 0.036
29 H -1.668 2.251 1.079
30 H 0.961 0.572 -1.677
31 H -0.729 0.426 -2.423
32 H 2.163 0.894 -3.823
33 H 1.813 -1.297 -4.886
34 H 0.818 -1.580 -3.301
35 H -0.006 -1.071 -4.920
36 C 1.641 -1.321 8.204
37 O 0.828 -0.688 7.218
38 P 1.726 0.265 6.096
39 O 0.480 1.081 5.761
40 O 1.843 -1.004 5.062
41 C 0.723 -1.864 4.887
42 O 2.731 1.181 5.053
43 C 2.657 2.595 5.160
44 H 1.001 -1.918 8.855
45 H 2.376 -1.976 7.728
46 H 2.154 -0.565 8.805
47 H -0.230 -1.356 5.049
48 H 0.812 -2.711 5.571
49 H 0.743 -2.248 3.865
50 H 2.672 2.899 6.211
51 H 1.758 2.966 4.671
52 H 3.525 3.023 4.655
53 C -3.208 -5.591 -7.671
54 O -2.267 -5.013 -6.767
55 P -2.695 -5.213 -5.109
56 O -1.824 -4.022 -4.721
57 O -1.809 -6.591 -5.023
58 C -0.557 -6.656 -5.695
59 O -3.225 -5.481 -3.501
60 C -3.699 -4.355 -2.779
61 H -2.851 -5.440 -8.691
62 H -3.307 -6.664 -7.482
63 H -4.180 -5.104 -7.558
64 H -0.074 -5.681 -5.785
65 H -0.706 -7.089 -6.687
66 H 0.101 -7.319 -5.130
67 H -4.373 -3.759 -3.400
68 H -2.862 -3.745 -2.435
69 H -4.246 -4.714 -1.906

***

# 3
Density functional theory data (ωB97M-V/def2-TZVPD) for a structure of composition C17H36GeN2OSi2Tc in a non-equilibrium geometry.

Results
Net charge: 0
Electronic energy: -3590.85025 Eh
2S+1: 2

CARTESIAN COORDINATES (ANGSTROEM)
1 Tc -0.160 0.185 0.079
2 C 1.738 -0.350 -2.730
3 Si 2.888 -0.053 -1.234
4 C 3.882 1.560 -1.522
5 C 4.004 -1.614 -1.142
6 N 1.854 0.167 0.167
7 C 2.377 0.201 1.434
8 C 3.729 0.140 1.759
9 C 4.134 0.048 3.080
10 C 3.196 0.052 4.098
11 C 1.849 0.180 3.800
12 C 1.416 0.259 2.480
13 N 0.110 0.347 2.063
14 Si -1.225 0.297 3.206
15 C -1.197 1.774 4.426
16 C -1.262 -1.373 4.156
17 C -2.814 0.422 2.162
18 H 2.264 -0.857 -3.532
19 H 1.356 0.581 -3.134
20 H 0.882 -0.961 -2.458
21 H 4.384 1.557 -2.484
22 H 4.634 1.725 -0.757
23 H 3.209 2.413 -1.501
24 H 4.584 -1.725 -2.054
25 H 3.400 -2.512 -1.032
26 H 4.704 -1.599 -0.314
27 H 4.466 0.152 0.973
28 H 5.187 -0.036 3.310
29 H 3.507 -0.042 5.128
30 H 1.131 0.212 4.600
31 H -0.403 1.696 5.162
32 H -2.137 1.842 4.967
33 H -1.054 2.711 3.895
34 H -0.429 -1.482 4.845
35 H -1.221 -2.215 3.469
36 H -2.176 -1.463 4.734
37 H -2.651 1.043 1.283
38 H -3.628 0.858 2.731
39 H -3.143 -0.554 1.826
40 C -2.131 -1.619 -1.082
41 O -1.616 -0.344 -0.975
42 H -3.220 -1.585 -0.936
43 H -1.704 -2.313 -0.336
44 H -1.938 -2.027 -2.085
45 C 1.468 3.841 1.044
46 Ge -0.184 3.799 -0.057
47 C -0.037 5.166 -1.513
48 C -1.797 4.270 1.013
49 C -0.428 2.059 -0.944
50 H 1.664 4.841 1.419
51 H 2.319 3.524 0.450
52 H 1.378 3.161 1.886
53 H 0.009 6.173 -1.106
54 H -0.898 5.106 -2.172
55 H 0.854 4.999 -2.110
56 H -1.822 5.338 1.212
57 H -1.810 3.741 1.960
58 H -2.696 4.007 0.463
59 H 0.249 2.030 -1.800
60 H -1.444 2.028 -1.347

***

# 4
Density functional theory data (ωB97M-V/def2-TZVPD) for a cluster of 3 separate species, C17H36N3O2P in total in a non-equilibrium geometry.

Results
Net charge: 0
Electronic energy: -1325.16987 Eh
Structure (SMILES): CCP(C)[C@@H](OC)[C@@H](N)CCCO.CCCC#N.CCCC#N

CARTESIAN COORDINATES (ANGSTROEM)
1 C -5.860 3.335 -1.251
2 C -5.010 3.486 0.173
3 P -4.102 1.782 0.400
4 C -4.350 1.122 2.204
5 C -2.194 2.023 0.100
6 O -1.473 1.298 1.185
7 C -1.128 2.204 2.293
8 C -1.703 1.337 -1.344
9 N -0.180 1.219 -1.318
10 C -2.489 -0.097 -1.449
11 C -1.717 -1.244 -2.343
12 C -2.171 -2.709 -1.675
13 O -3.649 -2.653 -1.469
14 H -6.086 2.172 -1.374
15 H -6.918 3.847 -1.140
16 H -5.256 3.700 -2.190
17 H -5.763 3.702 1.061
18 H -4.160 4.316 0.107
19 H -5.407 0.647 2.382
20 H -4.060 1.956 2.976
21 H -3.566 0.239 2.367
22 H -1.935 3.165 0.076
23 H -0.241 2.893 1.965
24 H -2.089 2.869 2.535
25 H -0.786 1.573 3.218
26 H -1.999 2.104 -2.209
27 H 0.072 0.389 -0.736
28 H 0.222 2.110 -0.950
29 H -2.541 -0.534 -0.339
30 H -3.558 0.088 -1.903
31 H -0.548 -1.222 -2.265
32 H -1.995 -1.251 -3.480
33 H -1.819 -3.628 -2.307
34 H -1.708 -2.687 -0.578
35 H -3.854 -2.345 -0.518
36 C 2.585 0.064 -2.716
37 C 3.965 -0.277 -3.270
38 C 4.800 -1.122 -2.306
39 C 5.015 -0.360 -1.009
40 N 5.193 0.273 0.067
41 H 2.652 0.669 -1.807
42 H 2.014 0.643 -3.449
43 H 2.019 -0.846 -2.484
44 H 4.494 0.655 -3.502
45 H 3.844 -0.823 -4.212
46 H 5.773 -1.352 -2.754
47 H 4.295 -2.070 -2.088
48 C 4.740 -3.256 4.286
49 C 5.247 -2.378 3.146
50 C 4.119 -1.663 2.399
51 C 3.177 -2.688 1.789
52 N 2.396 -3.539 1.282
53 H 4.098 -4.063 3.919
54 H 5.581 -3.723 4.808
55 H 4.172 -2.666 5.014
56 H 5.820 -2.999 2.448
57 H 5.936 -1.630 3.553
58 H 4.534 -1.037 1.602
59 H 3.555 -1.017 3.080

***

# 5
Density functional theory data (ωB97M-V/def2-TZVPD) for a cluster of 4 separate species, C17H37F5NO10S2 in total in a non-equilibrium geometry.

Results
Net charge: -1
Relative energy (zero: lowest compared OMol25 entry of this formula, charge and spin): 117.6 kcal/mol
Electronic energy: -2772.48429 Eh

CARTESIAN COORDINATES (ANGSTROEM)
1 C 3.742 1.005 0.002
2 C 3.662 2.135 1.232
3 F 5.101 2.462 1.542
4 C 2.942 3.506 0.673
5 S 1.034 3.431 0.763
6 O 0.716 2.000 1.300
7 O 0.636 4.572 1.751
8 N 0.476 3.733 -0.862
9 S -1.284 3.815 -0.947
10 O -1.853 5.196 -0.436
11 O -1.606 3.825 -2.495
12 C -2.169 2.323 -0.258
13 F -3.489 2.205 -0.972
14 F -1.404 1.067 -0.591
15 C -2.483 2.340 1.342
16 F -3.955 2.067 1.542
17 F -2.170 3.593 2.056
18 H 2.872 1.224 -0.752
19 H 3.645 -0.067 0.492
20 H 4.748 1.113 -0.594
21 H 3.175 1.699 2.211
22 H 3.322 4.486 1.228
23 H 3.281 3.609 -0.466
24 H -1.906 1.451 1.864
25 C 1.180 -4.643 -0.485
26 O 0.217 -4.154 0.442
27 C 0.668 -2.979 1.123
28 C 0.017 -1.719 0.546
29 O 0.474 -1.461 -0.785
30 C -0.487 -1.837 -1.766
31 H 0.705 -5.412 -1.100
32 H 1.551 -3.851 -1.140
33 H 2.017 -5.097 0.057
34 H 1.762 -2.905 1.095
35 H 0.366 -3.084 2.170
36 H 0.316 -0.859 1.156
37 H -1.076 -1.790 0.579
38 H -1.322 -1.131 -1.756
39 H -0.856 -2.852 -1.604
40 H -0.008 -1.795 -2.748
41 C 6.794 -0.828 2.109
42 O 5.576 -1.529 1.878
43 C 5.796 -2.910 1.573
44 C 5.495 -3.799 2.784
45 O 6.448 -3.590 3.831
46 C 5.923 -2.788 4.883
47 H 6.551 0.156 2.520
48 H 7.435 -1.354 2.820
49 H 7.326 -0.689 1.163
50 H 6.817 -3.074 1.208
51 H 5.105 -3.170 0.765
52 H 5.583 -4.847 2.478
53 H 4.473 -3.639 3.145
54 H 5.192 -3.364 5.459
55 H 5.461 -1.874 4.504
56 H 6.747 -2.511 5.546
57 C -8.149 2.846 -4.450
58 O -8.615 2.344 -3.203
59 C -8.799 0.925 -3.224
60 C -7.648 0.207 -2.514
61 O -6.424 0.340 -3.244
62 C -5.555 1.306 -2.664
63 H -7.849 3.888 -4.311
64 H -7.288 2.282 -4.818
65 H -8.957 2.812 -5.188
66 H -8.917 0.560 -4.252
67 H -9.729 0.717 -2.685
68 H -7.877 -0.864 -2.471
69 H -7.533 0.567 -1.485
70 H -5.132 0.914 -1.734
71 H -6.069 2.250 -2.469
72 H -4.737 1.495 -3.365

***

# 6
Density functional theory data (ωB97M-V/def2-TZVPD) for a cluster of 2 separate species, C17H37N2O3 in total in a non-equilibrium geometry.

Results
Net charge: -1
Electronic energy: -1005.05748 Eh

CARTESIAN COORDINATES (ANGSTROEM)
1 C 0.785 -0.273 -1.440
2 C 0.376 1.132 -0.970
3 C -0.091 2.039 -2.112
4 C -1.163 1.446 -3.050
5 O -2.367 2.124 -2.826
6 N -3.483 1.442 -3.568
7 C -4.607 1.791 -2.770
8 C -4.926 0.939 -1.471
9 C -3.870 -0.119 -1.164
10 C -4.292 -1.056 -0.010
11 C -5.121 -2.275 -0.444
12 O -4.488 -3.542 -0.188
13 C -3.417 -3.960 -0.896
14 C -3.345 -3.647 -2.370
15 O -2.603 -4.729 -0.357
16 H 1.661 -0.640 -0.896
17 H -0.020 -0.993 -1.313
18 H 1.042 -0.228 -2.502
19 H 1.261 1.573 -0.495
20 H -0.389 1.052 -0.193
21 H -0.559 2.931 -1.682
22 H 0.780 2.383 -2.680
23 H -0.846 1.553 -4.103
24 H -1.324 0.372 -2.888
25 H -4.549 2.847 -2.434
26 H -5.493 1.726 -3.416
27 H -5.027 1.597 -0.597
28 H -5.902 0.448 -1.599
29 H -3.711 -0.692 -2.077
30 H -2.931 0.381 -0.922
31 H -3.427 -1.391 0.571
32 H -4.910 -0.481 0.690
33 H -6.045 -2.338 0.133
34 H -5.418 -2.193 -1.495
35 H -3.480 -4.602 -2.885
36 H -4.080 -2.947 -2.746
37 H -2.342 -3.292 -2.595
38 C 2.079 0.728 3.367
39 C 3.181 0.097 2.532
40 N 4.222 1.030 2.141
41 C 5.114 0.503 1.125
42 C 6.003 -0.695 1.486
43 C 4.846 1.763 3.225
44 C 5.528 0.959 4.343
45 H 1.624 1.568 2.841
46 H 1.302 -0.014 3.554
47 H 2.432 1.078 4.338
48 H 2.722 -0.290 1.619
49 H 3.573 -0.779 3.076
50 H 5.746 1.325 0.779
51 H 4.491 0.224 0.270
52 H 6.840 -0.410 2.123
53 H 6.421 -1.126 0.574
54 H 5.441 -1.481 1.990
55 H 4.084 2.400 3.679
56 H 5.569 2.451 2.779
57 H 4.923 0.106 4.653
58 H 5.671 1.595 5.219
59 H 6.509 0.588 4.048

***

# 7
Density functional theory data (ωB97M-V/def2-TZVPD) for a cluster of 4 separate species, C17H37N8O3 in total in a non-equilibrium geometry.

Results
Net charge: +1
Relative energy (zero: lowest compared OMol25 entry of this formula, charge and spin): 36.1 kcal/mol
Electronic energy: -1333.52164 Eh

CARTESIAN COORDINATES (ANGSTROEM)
1 N -3.101 -3.857 -0.552
2 C -2.193 -3.810 -1.478
3 N -1.049 -4.642 -1.282
4 N -2.415 -2.942 -2.597
5 C -1.186 -2.399 -3.233
6 C -0.152 -1.700 -2.267
7 C -0.528 -0.205 -1.877
8 C -1.734 -0.216 -0.834
9 N -1.341 0.365 0.477
10 C -0.127 0.271 1.187
11 C -0.416 1.052 2.370
12 N -1.717 1.556 2.307
13 C -2.268 1.114 1.122
14 H -3.880 -3.235 -0.788
15 H -0.348 -4.550 -2.016
16 H -0.671 -4.385 -0.365
17 H -3.051 -2.177 -2.382
18 H -0.706 -3.226 -3.825
19 H -1.516 -1.634 -3.999
20 H 0.092 -2.267 -1.331
21 H 0.832 -1.624 -2.850
22 H 0.392 0.299 -1.467
23 H -0.830 0.311 -2.833
24 H -2.162 -1.234 -0.650
25 H -2.546 0.433 -1.284
26 H 0.786 -0.272 0.875
27 H 0.277 1.218 3.225
28 H -2.190 2.144 2.989
29 H -3.290 1.276 0.712
30 C -2.332 4.344 -3.510
31 C -2.902 3.569 -2.353
32 O -2.964 2.343 -2.359
33 N -3.357 4.270 -1.283
34 C -3.371 5.708 -1.090
35 H -2.013 3.649 -4.285
36 H -3.091 5.006 -3.931
37 H -1.465 4.922 -3.186
38 H -3.726 3.685 -0.548
39 H -2.792 5.943 -0.196
40 H -4.404 6.027 -0.937
41 H -2.953 6.239 -1.940
42 C 0.574 2.230 6.417
43 C 1.898 1.667 5.967
44 O 1.980 0.618 5.337
45 N 3.021 2.359 6.281
46 C 3.134 3.607 7.013
47 H -0.227 1.566 6.094
48 H 0.544 2.301 7.506
49 H 0.411 3.214 5.972
50 H 3.867 1.922 5.947
51 H 3.623 4.342 6.371
52 H 3.756 3.436 7.893
53 H 2.166 3.988 7.324
54 C 2.638 -4.496 -1.735
55 C 3.194 -3.740 -2.913
56 O 2.518 -2.949 -3.563
57 N 4.490 -3.957 -3.249
58 C 5.447 -4.842 -2.614
59 H 1.597 -4.217 -1.590
60 H 2.687 -5.570 -1.918
61 H 3.192 -4.243 -0.829
62 H 4.792 -3.418 -4.047
63 H 6.296 -4.247 -2.274
64 H 5.795 -5.564 -3.355
65 H 5.017 -5.373 -1.769